DFT (ωB97M-V/def2-TZVPD) results for 15 unconnected molecules or ions with the total composition C60H141N7O31.

Geometry as XYZ:
```
239
Properties=species:S:1:pos:R:3:lowdin_charge:R:1
C -1.22 -26.98 -19.65 -0.0322
C -2.42 -27.71 -19.03 -0.4744
C -2.76 -28.95 -19.82 -0.2395
O -3.22 -28.76 -21.13 -0.1851
C -3.67 -29.97 -21.69 -0.0973
N -2.16 -28.02 -17.67 0.0296
H -1.49 -26.72 -20.68 0.0484
H -0.40 -27.69 -19.76 0.0776
H -1.02 -26.00 -19.10 0.0974
H -3.32 -27.07 -18.99 0.1305
H -3.48 -29.58 -19.25 0.1203
H -1.85 -29.59 -19.86 0.1340
H -4.08 -29.68 -22.62 0.0614
H -4.40 -30.40 -21.00 0.0795
H -2.93 -30.77 -21.82 0.0984
H -2.95 -28.55 -17.25 0.0878
H -1.43 -28.73 -17.56 0.0886
C -8.06 -25.08 -15.71 -0.0426
C -9.08 -24.37 -14.88 -0.4289
C -8.80 -24.56 -13.42 -0.2732
O -8.56 -25.89 -13.17 -0.1863
C -8.11 -26.12 -11.83 -0.0833
N -9.15 -22.91 -15.12 0.0647
H -8.05 -26.18 -15.67 0.0989
H -7.08 -24.73 -15.50 0.0657
H -8.23 -24.85 -16.74 0.0452
H -10.07 -24.82 -15.09 0.1442
H -9.67 -24.22 -12.82 0.1345
H -7.93 -23.89 -13.15 0.1369
H -7.26 -25.55 -11.57 0.0607
H -7.95 -27.21 -11.75 0.0977
H -8.89 -25.77 -11.13 0.0912
H -10.02 -22.53 -14.75 0.0742
H -9.23 -22.76 -16.11 0.0359
C -7.52 -21.30 -24.23 -0.0364
C -8.20 -20.99 -22.91 -0.4342
C -9.56 -21.62 -22.71 -0.1765
O -10.35 -21.25 -23.88 -0.1914
C -11.68 -21.47 -23.52 -0.1322
N -7.45 -21.14 -21.65 0.0809
H -6.74 -20.55 -24.46 0.0777
H -8.32 -21.25 -25.01 0.0876
H -7.11 -22.31 -24.29 0.0541
H -8.41 -19.92 -22.95 0.1184
H -10.11 -21.23 -21.87 0.0868
H -9.43 -22.71 -22.66 0.1134
H -11.94 -20.76 -22.68 0.1043
H -11.87 -22.51 -23.22 0.0973
H -12.28 -21.24 -24.37 0.0764
H -6.61 -20.53 -21.69 0.0730
H -7.09 -22.09 -21.63 0.0449
C -4.72 -18.05 -22.68 -0.0402
C -3.26 -18.40 -22.52 -0.4563
C -3.14 -19.86 -22.55 -0.2401
O -3.66 -20.43 -21.35 -0.1584
C -3.89 -21.79 -21.51 -0.1163
N -2.45 -17.82 -23.60 0.0403
H -4.87 -17.05 -23.01 0.0793
H -5.28 -18.25 -21.73 0.0801
H -5.11 -18.83 -23.34 0.0675
H -2.84 -18.09 -21.57 0.1435
H -2.12 -20.17 -22.69 0.1161
H -3.77 -20.19 -23.40 0.1266
H -4.61 -21.88 -22.34 0.0919
H -4.34 -22.11 -20.57 0.0868
H -3.02 -22.38 -21.73 0.0670
H -2.90 -17.96 -24.54 0.0944
H -1.50 -18.14 -23.71 0.0681
C -6.52 -18.49 -14.33 -0.0328
C -5.50 -19.65 -14.15 -0.4619
C -4.23 -19.12 -13.51 -0.1969
O -3.68 -18.20 -14.44 -0.2323
C -2.45 -17.62 -13.97 -0.0840
N -6.10 -20.59 -13.30 0.0501
H -7.13 -18.40 -13.44 0.0714
H -7.26 -18.70 -15.09 0.0580
H -6.08 -17.56 -14.58 0.0600
H -5.19 -20.02 -15.11 0.0942
H -3.49 -19.95 -13.28 0.1194
H -4.45 -18.62 -12.53 0.1416
H -2.49 -17.24 -12.94 0.0916
H -2.12 -16.82 -14.62 0.0825
H -1.70 -18.42 -14.04 0.0748
H -5.49 -21.29 -12.91 0.0312
H -6.96 -21.00 -13.70 0.0891
C -2.01 -22.65 -13.15 -0.0613
C -3.29 -22.96 -13.88 -0.4871
C -3.07 -23.96 -14.94 -0.2314
O -4.30 -24.43 -15.43 -0.1926
C -4.09 -25.36 -16.45 -0.1223
N -4.30 -23.32 -12.92 0.0532
H -1.69 -23.40 -12.43 0.0832
H -2.02 -21.68 -12.67 0.0666
H -1.15 -22.62 -13.85 0.0867
H -3.63 -22.04 -14.45 0.1313
H -2.44 -24.80 -14.60 0.1442
H -2.55 -23.45 -15.78 0.1221
H -5.04 -25.52 -16.91 0.0697
H -3.74 -26.32 -16.03 0.0893
H -3.42 -25.04 -17.29 0.0931
H -3.85 -23.84 -12.15 0.0860
H -5.01 -23.92 -13.37 0.0847
C -10.28 -31.06 -19.98 -0.0883
C -9.71 -29.83 -19.35 -0.4593
C -8.41 -29.49 -20.03 -0.1848
O -7.99 -28.23 -19.43 -0.2001
C -6.69 -27.98 -19.90 -0.1272
N -10.69 -28.73 -19.52 0.0463
H -10.59 -30.96 -21.01 0.0802
H -11.12 -31.44 -19.42 0.0775
H -9.51 -31.83 -19.94 0.0810
H -9.67 -30.05 -18.30 0.1391
H -8.74 -29.38 -21.10 0.1433
H -7.62 -30.27 -19.95 0.1308
H -6.05 -28.87 -19.65 0.0926
H -6.34 -27.08 -19.41 0.0794
H -6.58 -27.72 -20.98 0.0696
H -10.78 -28.48 -20.50 0.0733
H -10.40 -27.88 -19.03 0.0575
C -5.37 -29.26 -25.99 -0.0373
C -4.88 -27.92 -25.42 -0.2253
O -5.93 -27.00 -25.20 0.0235
C -6.50 -26.91 -23.98 -0.5327
O -6.17 -27.59 -23.02 0.0850
O -7.41 -25.92 -24.01 0.0013
C -7.81 -25.49 -22.70 -0.0428
H -4.48 -29.94 -26.01 0.0904
H -5.75 -29.16 -26.98 0.0661
H -6.05 -29.71 -25.24 0.0862
H -4.16 -27.37 -25.97 0.0751
H -4.37 -28.13 -24.49 0.1018
H -8.45 -24.66 -22.99 0.0908
H -6.99 -25.27 -22.00 0.0677
H -8.38 -26.27 -22.28 0.0812
C 0.96 -24.74 -28.22 -0.0512
C -0.28 -25.45 -27.71 -0.1824
O 0.16 -26.14 -26.50 0.0366
C -0.77 -26.57 -25.68 -0.5933
O -1.96 -26.67 -25.93 0.1006
O -0.16 -26.96 -24.54 0.0079
C -0.99 -27.63 -23.60 -0.0367
H 1.25 -23.99 -27.47 0.0807
H 0.70 -24.28 -29.17 0.0818
H 1.69 -25.55 -28.23 0.0795
H -0.62 -26.22 -28.43 0.1393
H -1.08 -24.75 -27.48 0.1076
H -1.92 -27.16 -23.35 0.0779
H -0.41 -27.73 -22.69 0.0881
H -1.23 -28.62 -24.04 0.1103
C -8.34 -17.37 -21.24 -0.0437
C -8.37 -16.93 -19.76 -0.1857
O -7.44 -17.60 -18.86 0.0441
C -6.23 -17.09 -18.89 -0.6382
O -5.86 -16.09 -19.52 0.0814
O -5.45 -17.82 -18.16 0.0034
C -4.10 -17.41 -17.91 0.0044
H -8.76 -18.40 -21.25 0.0705
H -7.37 -17.30 -21.67 0.0462
H -9.02 -16.70 -21.78 0.0897
H -9.38 -17.11 -19.34 0.1207
H -8.16 -15.88 -19.79 0.1072
H -4.07 -16.30 -17.93 0.1093
H -3.55 -17.93 -18.68 0.0924
H -3.82 -17.79 -16.91 0.0752
C -5.65 -21.65 -17.32 -0.0157
C -6.47 -22.58 -18.20 -0.1706
O -5.44 -23.49 -18.62 -0.0015
C -5.50 -24.15 -19.80 -0.5608
O -6.44 -24.17 -20.59 0.0754
O -4.29 -24.65 -20.02 -0.0287
C -4.11 -25.23 -21.30 -0.0180
H -5.17 -22.35 -16.68 0.0612
H -6.15 -20.86 -16.78 0.0671
H -4.92 -21.14 -17.94 0.0727
H -6.91 -22.13 -19.08 0.1020
H -7.25 -23.13 -17.66 0.0955
H -4.59 -26.24 -21.35 0.0944
H -3.01 -25.27 -21.39 0.0853
H -4.54 -24.56 -22.07 0.0954
C -1.60 -22.53 -19.26 -0.0598
C -0.15 -22.74 -19.51 -0.1956
O 0.26 -22.19 -20.76 0.0634
C -0.24 -22.73 -21.85 -0.5971
O -1.02 -23.67 -21.84 0.0799
O 0.21 -22.08 -22.93 -0.0071
C -0.39 -22.37 -24.20 -0.0039
H -1.83 -22.89 -18.24 0.0940
H -2.19 -23.19 -19.90 0.0567
H -1.77 -21.50 -19.44 0.0740
H 0.16 -23.81 -19.45 0.1355
H 0.45 -22.15 -18.80 0.1110
H -0.47 -23.43 -24.36 0.0810
H 0.41 -21.95 -24.80 0.1008
H -1.36 -21.93 -24.18 0.0810
C -4.58 -23.86 -25.20 -0.0375
C -4.44 -24.36 -26.64 -0.1430
O -3.45 -23.55 -27.38 0.0148
C -3.45 -23.39 -28.70 -0.5715
O -4.00 -24.13 -29.54 0.0827
O -2.63 -22.39 -29.05 -0.0122
C -2.55 -22.18 -30.46 -0.0472
H -3.66 -23.79 -24.64 0.0770
H -5.41 -24.39 -24.75 0.0620
H -5.03 -22.89 -25.19 0.0468
H -5.41 -24.27 -27.15 0.1399
H -4.13 -25.39 -26.70 0.0879
H -1.75 -21.44 -30.56 0.0956
H -3.38 -21.74 -30.96 0.0882
H -2.27 -23.14 -30.88 0.0966
C -10.31 -19.92 -17.46 -0.0356
C -9.63 -20.67 -18.62 -0.1137
O -9.43 -22.14 -18.38 0.0096
C -9.94 -23.09 -19.06 -0.5857
O -10.80 -23.02 -19.95 0.0779
O -9.28 -24.26 -18.80 -0.0319
C -9.44 -25.15 -19.89 -0.0448
H -10.26 -18.85 -17.72 0.0694
H -9.67 -20.00 -16.59 0.0683
H -11.34 -20.19 -17.30 0.0789
H -8.61 -20.37 -18.67 0.0975
H -10.16 -20.60 -19.59 0.1211
H -9.26 -24.62 -20.81 0.0688
H -10.47 -25.48 -19.90 0.0933
H -8.84 -26.03 -19.62 0.0909
C 3.41 -19.11 -16.39 -0.0713
C 2.88 -20.46 -16.74 -0.2080
O 1.61 -20.39 -17.44 0.0001
C 0.55 -20.15 -16.61 -0.5270
O 0.62 -20.06 -15.40 0.1160
O -0.58 -20.27 -17.38 -0.0182
C -1.81 -20.17 -16.68 -0.0437
H 3.36 -18.41 -17.23 0.0926
H 4.47 -19.20 -16.24 0.0680
H 2.97 -18.70 -15.47 0.0873
H 2.62 -21.09 -15.90 0.1215
H 3.57 -20.99 -17.41 0.1279
H -1.86 -20.81 -15.81 0.0823
H -2.54 -20.46 -17.45 0.0887
H -2.09 -19.19 -16.25 0.0805
```

Values from the calculation:
gap between HOMO and LUMO = 9.0 eV
HOMO level = -0.311 Ha
strongest force on any atom = 3.886 eV/Å
LUMO energy = 0.5 eV